{"formula": "C4H4N2OS", "method": "wB97M-V/def2-TZVPD", "orbital_gap_ev": 7.13, "de_lowest_kcal_mol": 88.92, "e_homo_ev": -8.04, "largest_force_ev_per_a": 6.44, "elements": ["C", "C", "C", "C", "H", "H", "H", "H", "N", "N", "O", "S"], "coordinates": [[-0.540, 0.056, 0.623], [-0.767, 0.387, -0.721], [0.208, 0.058, -1.698], [1.443, -1.127, -0.115], [-0.478, 0.120, 2.590], [-1.239, 1.823, 1.880], [-1.657, 0.946, -0.882], [2.291, -1.693, 0.340], [-1.244, 0.466, 1.797], [1.402, -0.495, -1.316], [0.570, -0.649, 0.935], [0.010, 0.107, -3.434]], "forces_ev_per_angstrom": [[0.5, 1.6, -1.7], [0.2, -0.4, 3.0], [-1.0, 0.0, -3.5], [-0.8, 4.9, -1.9], [-2.8, 1.4, -2.1], [0.1, -5.5, -0.5], [-0.4, 0.2, -0.7], [-0.9, 0.5, -0.8], [3.3, 3.2, 1.5], [1.3, -4.3, 4.6], [0.8, -2.0, -0.9], [-0.1, 0.4, 2.8]]}